Version 1
2 unconnected molecules or ions with the total composition C5H14O, computed with ωB97M-V/def2-TZVPD.

XYZ file:
```
20
Properties=species:S:1:pos:R:3:mulliken_charge:R:1
C 0.9941 2.2900 0.3022 -1.13
C 0.3996 2.9342 1.5531 -0.19
C 1.4645 3.1944 2.6455 -0.98
H 2.0158 2.6119 0.0894 0.35
H 0.4099 2.5112 -0.5940 0.31
H 1.0139 1.2105 0.4240 0.28
H -0.4368 2.3473 1.9299 0.29
H -0.0005 3.9165 1.3036 0.24
H 2.4676 2.9213 2.2996 0.28
H 1.5746 4.2706 2.7544 0.27
H 1.2638 2.7278 3.6080 0.27
C -0.7637 -4.0161 -1.6942 -0.99
C -1.0816 -2.5697 -1.9814 -0.24
O -1.1430 -1.6759 -0.8999 -0.50
H -0.3614 -4.4234 -2.6291 0.29
H 0.1086 -4.0886 -1.0450 0.36
H -1.6414 -4.6020 -1.4518 0.28
H -2.0602 -2.5475 -2.4787 0.24
H -0.4697 -2.1827 -2.7777 0.27
H -0.6780 -2.0669 -0.1457 0.30
```

## Properties
multiplicity	1
orbital gap	11.103	eV

=====

Version 2
2 unconnected molecules or ions with the total composition C5H14O, computed with ωB97M-V/def2-TZVPD.

XYZ file:
```
20
Properties=species:S:1:pos:R:3:mulliken_charge:R:1
C 1.5779 1.0794 0.9388 -1.06
C 0.3772 0.4606 1.6889 -0.86
C -0.3595 -0.7887 1.0513 0.82
C 0.5550 -1.4746 0.0225 -1.48
C -1.6628 -0.2655 0.4095 -1.24
H 2.4709 0.4587 0.9932 0.33
H 1.4615 1.1133 -0.1443 0.17
H 1.8028 2.0934 1.2442 0.34
H 0.9698 -0.0855 2.4362 0.29
H -0.2248 1.2483 2.1232 0.50
H -0.4973 -1.4105 1.9340 0.32
H 1.0129 -0.7359 -0.6268 0.25
H -0.0145 -2.1527 -0.6006 0.42
H 1.3319 -1.9374 0.6342 0.37
H -1.7109 0.8027 0.6032 0.29
H -2.6308 -0.7418 0.5950 0.32
H -1.7071 -0.4467 -0.6723 0.22
O -0.5514 0.7330 -3.4705 -0.65
H 0.2361 0.4522 -2.9862 0.32
H -0.9928 1.2096 -2.7584 0.31
```

## Properties
multiplicity	1
orbital gap	11.523	eV

=====

Relative energies, unit kJ/mol: version 1 0.0; version 2 12.5

=====

Version 1
2 unconnected molecules or ions with the total composition CH5N3O2S, computed with ωB97M-V/def2-TZVPD.

XYZ file:
```
12
Properties=species:S:1:pos:R:3:mulliken_charge:R:1
C 0.0759 2.7681 1.8604 -0.39
N 0.0106 1.5581 1.5520 0.43
N 0.0037 0.5124 1.1166 -0.54
N 1.2612 -1.9956 -2.2703 -0.51
O -0.5514 -1.8161 -0.8750 -0.45
O 0.0405 0.4770 -1.8980 -0.51
S 0.6875 -0.7239 -1.2516 0.69
H -0.5564 3.4681 1.3331 0.24
H 0.6349 3.0274 2.7431 0.24
H -1.1687 -1.6249 -0.2244 0.32
H 0.5272 -2.0355 -2.9829 0.24
H 1.7965 -2.8547 -2.2135 0.24
```

## Properties
multiplicity	1
orbital gap	9.510	eV

=====

Version 2
CH5N3O2S in the gas phase, computed with ωB97M-V/def2-TZVPD.

XYZ file:
```
12
Properties=species:S:1:pos:R:3:mulliken_charge:R:1
C -1.0542 -0.5604 -0.6185 -0.21
N -0.3420 0.4668 -1.0913 -0.43
N 0.8162 0.2318 1.3047 -0.55
N 0.0846 -0.8958 0.9907 -0.21
O 2.0024 1.3393 -0.6716 -0.60
O 0.2392 2.5565 0.4951 -0.57
S 0.7987 1.3076 0.1053 1.05
H -1.9519 -0.3045 -0.0714 0.28
H -1.0342 -1.5236 -1.1090 0.30
H 0.3321 0.2266 -1.8104 0.36
H -0.5621 -1.1457 1.7409 0.29
H 0.6713 -1.6988 0.7355 0.30
```

## Properties
multiplicity	1
orbital gap	9.138	eV

=====

Relative energies, unit kJ/mol: version 1 26.5; version 2 0.0

=====

Version 1
C6H15N in the gas phase, computed with ωB97M-V/def2-TZVPD.

XYZ file:
```
22
Properties=species:S:1:pos:R:3:mulliken_charge:R:1
C -2.7610 0.5915 0.6119 -1.36
C -1.5486 -0.2923 0.3738 -0.18
C -0.3251 0.2881 1.0950 -0.83
C 0.6525 1.1267 0.2247 -0.58
C 0.9427 0.4638 -1.1384 -0.81
C 1.3543 -0.9839 -0.9515 -0.40
N 2.4401 -1.1670 -0.0533 -0.53
H -3.6522 0.1142 0.1347 0.35
H -3.0122 0.7615 1.7104 0.30
H -2.6150 1.5203 0.0951 0.34
H -1.8284 -1.2426 0.8038 0.29
H -1.4338 -0.4024 -0.7158 0.24
H -0.6575 0.6590 2.0732 0.47
H 0.3453 -0.5085 1.3981 0.36
H 1.7013 1.1279 0.6617 0.29
H 0.3145 2.1601 0.1284 0.35
H 0.1095 0.4034 -1.8525 0.33
H 1.7808 0.8757 -1.7683 0.42
H 1.6078 -1.3094 -1.9710 0.35
H 0.4311 -1.6131 -0.5991 0.22
H 3.1804 -0.5341 -0.1397 0.17
H 2.9735 -2.0390 -0.1213 0.22
```

## Properties
multiplicity	1
orbital gap	10.188	eV

=====

Version 2
C6H15N in the gas phase, computed with ωB97M-V/def2-TZVPD.

XYZ file:
```
22
Properties=species:S:1:pos:R:3:mulliken_charge:R:1
C -2.0928 -1.9835 1.5510 -1.34
C -1.1957 -0.8738 0.9258 0.16
C -0.0215 -1.3896 0.2159 -0.99
N 0.7305 -0.5140 -0.7457 -0.31
C 0.7960 0.9357 -0.4399 0.19
C -0.1600 1.9129 -0.9749 -0.90
C 2.3074 1.4368 -0.8087 -1.40
H -2.0498 -2.6861 0.7406 0.39
H -3.0075 -1.5368 1.9310 0.35
H -1.6561 -2.3769 2.4780 0.31
H -0.9102 -0.1140 1.7011 0.27
H -1.8666 -0.3944 0.1101 0.06
H 0.6862 -1.7589 0.9289 0.30
H -0.1578 -2.3090 -0.2998 0.54
H 0.5614 -0.7036 -1.7316 0.26
H 0.8856 1.0488 0.5733 0.25
H -1.2650 1.5712 -0.8049 0.24
H 0.0776 2.0336 -2.0697 0.27
H 0.1045 2.8707 -0.3987 0.29
H 2.5889 2.4374 -0.3978 0.36
H 2.4338 1.5763 -1.8890 0.33
H 3.2111 0.8170 -0.5952 0.34
```

## Properties
multiplicity	1
orbital gap	9.567	eV

=====

Relative energies, unit kJ/mol: version 1 0.0; version 2 80.2

=====

Version 1
C4H8O3 in the gas phase, computed with ωB97M-V/def2-TZVPD.

XYZ file:
```
15
Properties=species:S:1:pos:R:3:mulliken_charge:R:1
C 2.4595 0.0077 1.4506 -0.64
O 1.1792 -0.5206 1.1020 -0.31
C 0.4436 0.2503 0.2840 0.58
O 0.8361 1.2938 -0.1858 -0.57
C -0.9202 -0.3429 0.0458 -0.38
C -1.5200 0.1263 -1.2685 -0.39
O -2.7179 -0.6045 -1.4482 -0.51
H 2.3460 0.8239 2.1691 0.28
H 3.0111 -0.8157 1.9040 0.23
H 2.9775 0.3837 0.5666 0.30
H -0.8676 -1.4347 0.0677 0.30
H -1.5713 -0.0403 0.8744 0.24
H -1.7041 1.2083 -1.2274 0.26
H -0.8056 -0.0554 -2.0865 0.30
H -3.1463 -0.2798 -2.2479 0.31
```

## Properties
multiplicity	1
orbital gap	11.331	eV

=====

Version 2
C4H8O3 in the gas phase, computed with ωB97M-V/def2-TZVPD.

XYZ file:
```
15
Properties=species:S:1:pos:R:3:mulliken_charge:R:1
C -0.9091 0.6526 -1.3973 -1.39
C -0.7231 -0.5012 -0.4251 0.50
O -0.0723 -1.5502 -1.1030 -0.56
C 0.0747 -0.1360 0.8313 0.26
O 0.4229 -1.1879 1.6322 -0.73
C 1.2568 0.7442 0.7715 -0.16
O 2.1523 0.4631 1.5594 -0.54
H -1.5556 0.3381 -2.2212 0.35
H -1.3772 1.5129 -0.9055 0.36
H 0.0498 0.9586 -1.8294 0.34
H -1.7083 -0.8303 -0.0588 0.24
H 0.1647 -2.1890 -0.4125 0.37
H -0.4459 0.7474 1.3604 0.17
H 1.4455 -0.7064 1.9835 0.41
H 1.2460 1.6783 0.1999 0.38
```

## Properties
multiplicity	1
orbital gap	10.731	eV

=====

Version 3
C4H8O3 in the gas phase, computed with ωB97M-V/def2-TZVPD.

XYZ file:
```
15
Properties=species:S:1:pos:R:3:mulliken_charge:R:1
O -1.8551 -1.9287 1.4132 -0.56
C -0.6972 -1.6253 1.1880 -0.19
C -0.4337 -0.3681 0.4300 0.23
O -1.5367 0.4611 0.5543 -0.57
C 0.8806 0.3947 0.3458 -0.29
C 0.9140 1.2525 -0.9338 -0.54
O 0.6706 0.4816 -2.0976 -0.54
H 0.1394 -2.3403 1.2024 0.35
H -0.4491 -1.0347 -0.4754 0.13
H -2.1966 -0.1395 0.9614 0.40
H 1.0558 1.0494 1.2096 0.31
H 1.6928 -0.3383 0.2975 0.28
H 0.1909 2.0749 -0.8551 0.27
H 1.9085 1.7031 -1.0535 0.37
H -0.2843 0.3576 -2.1869 0.33
```

## Properties
multiplicity	1
orbital gap	10.724	eV

=====

Version 4
2 unconnected molecules or ions with the total composition C4H8O3, computed with ωB97M-V/def2-TZVPD.

XYZ file:
```
15
Properties=species:S:1:pos:R:3:mulliken_charge:R:1
C -0.9604 0.7372 -1.1116 -1.39
C -0.6144 -0.5740 -0.4330 0.62
O -0.1451 -1.4923 -1.4056 -0.54
C 0.5802 -0.5701 0.5235 0.07
O 0.9184 -1.6049 1.0676 -0.60
C 1.5693 0.5908 0.4931 0.09
O 1.5359 1.5994 1.1504 -0.44
H -1.7218 0.5472 -1.8745 0.37
H -1.3596 1.4612 -0.3930 0.34
H -0.0904 1.1753 -1.6104 0.37
H -1.5052 -0.9627 0.0846 0.28
H 0.2170 -2.2294 -0.8857 0.36
H 2.3807 0.3658 -0.2251 0.34
H -0.5038 0.4412 2.0114 0.01
H -0.3088 -0.2354 2.2485 0.13
```

## Properties
multiplicity	1
orbital gap	9.846	eV

=====

Relative energies, unit kJ/mol: version 1 0.0; version 2 139.9; version 3 106.2; version 4 245.0

=====

Version 1
C4H8O3 in the gas phase, computed with ωB97M-V/def2-TZVPD.

XYZ file:
```
15
Properties=species:S:1:pos:R:3:mulliken_charge:R:1
C 1.0363 2.1012 0.7226 -1.18
C 0.0024 1.2482 -0.0001 -0.16
O 0.1462 -0.1042 0.4563 -0.34
C -0.5079 -1.0659 -0.2444 0.91
O -1.8088 -0.7233 -0.5639 -0.53
C -0.0983 -2.4389 -0.0267 -0.53
O 0.0614 -1.7659 -1.3163 -0.50
H 0.8564 2.1191 1.8076 0.29
H 2.0489 1.7159 0.5423 0.29
H 0.9893 3.1350 0.3551 0.38
H 0.1738 1.2554 -1.0845 0.29
H -1.0158 1.6219 0.1986 0.26
H -1.9258 -1.2612 -1.3633 0.33
H 0.8670 -2.6052 0.4345 0.23
H -0.8418 -3.2347 0.0641 0.24
```

## Properties
multiplicity	1
orbital gap	11.184	eV

=====

Version 2
2 unconnected molecules or ions with the total composition C4H8O3, computed with ωB97M-V/def2-TZVPD.

XYZ file:
```
15
Properties=species:S:1:pos:R:3:mulliken_charge:R:1
C 0.8859 2.3624 -1.3690 -0.60
O 1.1632 1.2380 -0.5378 -0.32
C 0.1030 0.7445 0.1216 0.85
O -1.0106 1.2088 0.0374 -0.57
C 0.4825 -0.4764 0.9084 -1.03
C -1.3418 -2.4052 -0.0262 -0.33
O -1.5274 -2.9621 1.1503 -0.32
H 0.5351 3.2029 -0.7651 0.28
H 1.8307 2.6053 -1.8547 0.22
H 0.1221 2.1134 -2.1097 0.28
H 1.5332 -0.4666 1.1968 0.35
H -0.1675 -0.5727 1.7806 0.32
H -1.9460 -1.4694 0.0412 0.19
H 0.3362 -1.3473 0.2494 0.28
H -0.9985 -3.7753 1.1768 0.38
```

## Properties
multiplicity	1
orbital gap	9.574	eV

=====

Relative energies, unit kJ/mol: version 1 0.0; version 2 146.9